# 1
# C24H25IIrN6O4S2

A structure of composition C24H25IIrN6O4S2 at a distorted geometry (ωB97M-V/def2-TZVPD, OMol25).

Each line ends with the Löwdin spin population.
Element x y z (Å)
Ir -0.2640 1.1028 0.8867  0.219
C -4.5519 3.5548 3.9563  0.021
S -3.7114 2.0615 4.5444  0.032
C -2.4186 1.8328 3.4115  0.050
S -2.4093 2.5403 1.8645  0.529
N -1.4880 1.0435 3.8472  0.003
N -0.4313 0.7934 3.0645  0.025
C 0.5690 0.2184 3.6141  -0.005
C 1.7700 0.0862 2.8431  0.001
C 2.9231 -0.5045 3.3305  -0.002
C 4.0410 -0.5611 2.5114  0.004
C 3.9852 0.0220 1.2542  -0.002
C 2.8066 0.6206 0.8487  0.004
N 1.7189 0.6298 1.6215  -0.004
H -5.5946 3.4625 4.2486  0.001
H -4.4763 3.6518 2.8771  0.015
H -4.1124 4.4186 4.4479  0.000
H 0.5189 -0.0893 4.6512  0.000
H 2.9318 -0.9075 4.3341  0.000
H 4.9454 -1.0457 2.8547  0.000
H 4.8385 0.0122 0.5913  0.000
H 2.7243 1.1067 -0.1149  0.000
C -3.8097 -1.2717 0.9162  0.000
C -3.0578 -1.4736 -0.3604  0.004
N -3.2247 -2.5592 -1.0734  0.000
C -2.4814 -2.7954 -2.1729  0.007
C -1.4627 -1.9678 -2.5663  0.002
C -0.6441 -2.3223 -3.7746  0.000
O 0.7441 -2.3477 -3.4114  0.000
C -1.2581 -0.7821 -1.8201  0.006
C -0.2042 0.1311 -2.1438  0.006
N 0.1073 1.2013 -1.4917  0.005
C 1.0619 2.1004 -2.0361  0.000
C 1.6079 1.9852 -3.3210  0.000
C 2.5240 2.8987 -3.8086  0.000
C 2.9243 3.9816 -3.0356  0.001
C 2.3674 4.1496 -1.7820  0.001
C 1.4518 3.2163 -1.3246  0.002
I 0.5455 3.6255 0.5140  0.019
C -2.1043 -0.4845 -0.7575  -0.002
O -2.0238 0.6367 -0.0811  0.046
H -4.5564 -2.0526 1.0298  0.000
H -4.2861 -0.2908 0.9292  0.000
H -3.1149 -1.3050 1.7603  0.000
H -2.7375 -3.6848 -2.7364  0.000
H -0.8234 -1.5885 -4.5682  0.000
H -0.9614 -3.2977 -4.1441  0.000
H 1.2587 -2.6320 -4.1753  0.000
H 0.3846 -0.1546 -3.0103  0.000
H 1.2924 1.1789 -3.9669  0.000
H 2.9203 2.7711 -4.8065  0.000
H 3.6345 4.7025 -3.4157  0.000
H 2.6259 5.0096 -1.1772  0.000
N 1.1536 -3.9244 -0.6319  0.000
C 0.3844 -3.4392 0.5014  0.000
C 0.3910 -1.9216 0.4313  0.001
O -0.3521 -1.2234 1.1267  0.007
O 1.2590 -1.4472 -0.4092  0.003
H 0.5710 -4.1532 -1.4286  0.000
H 1.7260 -4.7257 -0.4064  0.000
H 1.6217 -2.2863 -0.8557  0.000
H 0.8751 -3.7113 1.4376  0.000
H -0.6450 -3.7957 0.5585  0.000

Forces on atoms 1 to 2 (eV/Å):
Ir 1.9 -2.6 -0.4
C 0.1 0.0 0.1

Output
- Expectation value of S²: 0.7613
- Total charge: +2
- Kohn-Sham gap (alpha / beta): 0.218 / 0.211 Eh
- LUMO level (alpha / beta): -0.275 / -0.285 hartree
- HOMO level (alpha / beta): -13.42 / -13.49 eV
- Energy relative to the best compared isomer or geometry (same formula, charge and spin): 0.0 kJ/mol
- Spin multiplicity: 2



# 2
# C28H68O2

A structure of composition C28H68O2 at a distorted geometry (ωB97M-V/def2-TZVPD, OMol25).

Each line ends with the Mulliken charge.
Element x y z (Å)
C 1.3329 5.2212 4.5691  -1.330
C 1.2538 4.5414 3.2964  0.003
C 0.4729 3.2345 3.2201  -0.740
C 0.4934 2.7080 1.7994  0.271
C -0.1355 1.3713 1.5915  -0.635
C -0.0826 0.7577 0.3018  -0.513
H 2.0175 4.5894 5.0649  0.356
H 0.3148 5.0593 5.2989  0.162
H 1.8384 6.1605 4.7609  0.389
H 2.1565 4.3886 2.6699  0.234
H 0.6777 5.4389 2.8489  0.208
H -0.5409 3.1257 3.6337  0.253
H 0.9814 2.5626 3.9588  0.338
H 1.5327 2.8380 1.3793  -0.038
H -0.1683 3.3771 1.3039  0.309
H -1.2142 1.2521 1.9610  -0.090
H 0.1136 0.5298 2.5014  0.348
H -0.6220 1.3173 -0.3222  0.253
H -0.6189 -0.2288 0.1975  0.057
H 0.7180 0.2779 -0.3008  0.003
C 3.4194 1.9903 -1.2614  -0.925
C 2.9197 2.7165 -2.5329  -0.565
C 1.3473 2.9092 -2.4663  0.265
C 0.8536 3.4049 -3.9320  -1.073
C -0.5872 3.9163 -3.8568  -0.747
C -1.5858 2.7964 -3.5892  -0.937
H 3.3981 2.7567 -0.4185  0.253
H 4.6182 1.8960 -1.4177  0.297
H 2.8665 1.1782 -0.8981  0.101
H 3.1968 1.9314 -3.2875  0.040
H 3.4726 3.5458 -2.6234  0.599
H 1.2426 3.7323 -1.8356  0.400
H 0.9575 2.1742 -2.0033  -0.310
H 1.0760 2.7312 -4.6080  0.643
H 1.4708 4.2726 -4.3223  0.355
H -0.7197 4.6196 -4.5515  0.579
H -0.6337 4.7948 -3.1446  0.322
H -1.6148 2.2169 -2.5266  0.090
H -1.3314 1.9622 -4.1188  0.268
H -2.6220 3.0745 -3.8309  0.389
C -1.5583 -6.2996 0.9444  -1.466
C 0.0170 -6.1623 0.9280  -0.389
C 0.2324 -4.8759 0.1438  -0.527
C 1.7316 -4.4319 0.0421  -0.907
C 1.8726 -3.0817 -0.6356  0.855
C 3.2682 -2.6041 -0.4667  -1.948
H -2.2291 -6.5444 -0.1080  0.201
H -1.8026 -5.4505 1.4900  0.283
H -1.7819 -6.9148 1.6009  0.738
H 0.4516 -7.1254 0.5592  0.359
H 0.1497 -6.0976 1.9719  0.309
H -0.3665 -4.1595 0.6161  0.001
H -0.1938 -4.9366 -0.8105  0.518
H 2.3843 -5.1361 -0.4657  0.383
H 2.0404 -4.2530 1.1516  0.278
H 1.3386 -2.3627 -0.1026  -0.112
H 1.5291 -3.1992 -1.6912  0.180
H 3.4847 -1.7448 -0.9787  0.290
H 3.9523 -3.2430 -1.0311  0.323
H 3.3731 -2.6859 0.5281  0.682
C -3.6881 1.8938 6.1267  -1.071
C -4.3064 1.2639 4.8726  -0.458
C -3.4077 0.2212 4.2822  -0.594
C -4.0070 -0.5839 3.0241  -1.828
C -2.9893 -1.5885 2.4578  0.050
C -3.6058 -2.3394 1.2490  -1.350
H -2.6326 2.6879 5.8636  0.063
H -3.4513 1.1768 6.8405  0.349
H -4.4793 2.5277 6.4922  0.408
H -4.7370 1.9778 4.0937  0.341
H -5.2087 0.9970 5.3424  0.379
H -3.1252 -0.6648 4.9679  0.250
H -2.5298 0.4933 3.9813  0.373
H -4.1877 -0.0106 2.2699  0.759
H -4.7423 -1.0196 3.3506  0.918
H -2.8412 -2.2971 3.1279  0.502
H -2.0795 -1.0599 2.1794  -0.123
H -4.3740 -1.8203 0.7629  0.446
H -4.0148 -3.2912 1.7546  0.316
H -2.9007 -2.8517 0.6835  0.305
C 3.6229 -0.9369 -3.7517  -0.566
C 3.4784 -0.9557 -5.3140  -0.878
O 2.4990 -1.7893 -5.6822  -0.482
H 4.3713 -0.2151 -3.6392  0.383
H 3.6933 -1.9250 -3.4043  0.539
H 2.6866 -0.5308 -3.3835  -0.204
H 4.2876 -1.4039 -5.7791  0.411
H 3.4532 0.0381 -5.6540  0.475
H 2.4961 -1.4502 -6.5824  0.332
C -1.6491 -1.4463 -2.4340  -1.338
C -0.3499 -1.0874 -3.0450  1.145
O -0.0306 -2.1818 -3.9425  -0.624
H -1.7798 -0.6524 -1.7566  0.360
H -1.7521 -2.5734 -1.9983  0.060
H -2.4380 -1.3985 -3.1459  0.506
H 0.4017 -0.9138 -2.3861  -0.281
H -0.5797 -0.1092 -3.4376  -0.128
H 0.7386 -2.0143 -4.5807  0.320

Forces on atoms 1 to 2 (eV/Å):
C -0.9 -1.8 5.4
C -3.1 2.7 -3.6

Output
- Total charge: 0
- Kohn-Sham gap: 0.389 Eh
- LUMO level: 0.022 hartree
- HOMO level: -9.97 eV
- Energy relative to the best compared isomer or geometry (same formula, charge and spin): 54.2 kJ/mol
- Spin multiplicity: 1



# 3
# C26H37Br10F6N2O10P

A cluster of 6 separate species, C26H37Br10F6N2O10P in total at a distorted geometry (ωB97M-V/def2-TZVPD, OMol25).

Each line ends with the Mulliken charge.
Element x y z (Å)
O 3.0117 1.6669 3.4982  -0.277
N 3.3115 0.5864 3.1971  0.069
O 2.9802 0.3816 1.8312  -0.125
C 3.1265 -0.9854 1.4813  -0.439
O 2.0567 -1.3536 0.6318  -0.347
P 1.9495 -0.4951 -0.7038  0.628
O 3.2513 0.0104 -1.1499  -0.797
O 0.8292 0.5636 -0.4860  0.255
C 0.8992 1.7472 -1.3331  -0.150
C -0.1740 2.7134 -0.8865  -0.875
C -1.5800 2.0950 -1.1469  -0.233
N -2.3971 2.2844 0.0515  0.026
C -3.7457 1.7232 -0.0900  -1.567
C -3.7579 0.2772 -0.5519  1.188
C -4.5204 -0.0920 -1.6569  -0.791
C -4.4919 -1.4114 -2.0990  -0.800
C -3.7181 -2.3326 -1.4230  -0.472
C -2.9785 -1.9864 -0.2970  -0.688
C -2.9703 -0.6658 0.1202  0.529
O -2.1702 -0.3192 1.1819  -0.629
O 1.4058 -1.5963 -1.7770  -0.110
C 2.2266 -1.8309 -2.8529  -0.235
O 3.1249 -2.6102 -2.8040  -0.499
C 1.9376 -1.0996 -4.1984  1.183
F 2.4113 0.1664 -4.1459  -0.292
F 2.6565 -1.7320 -5.1348  -0.236
C 0.4423 -1.1125 -4.6825  0.646
F 0.3146 -2.0926 -5.5909  -0.248
F -0.4232 -1.3730 -3.6934  -0.208
C -0.0191 0.2151 -5.3502  0.926
F -1.3132 0.0085 -5.7102  -0.301
F -0.0334 1.2227 -4.4635  -0.242
C 0.7365 0.5922 -6.6371  -0.012
O 1.4008 -0.1699 -7.2647  -0.410
O 0.5238 1.8833 -7.0244  -0.494
H 3.0038 -1.5770 2.3898  0.458
H 4.1025 -1.2159 1.0577  0.305
H 1.8798 2.2071 -1.2226  0.529
H 0.7203 1.4422 -2.3627  -0.180
H -0.1033 2.8595 0.1928  0.412
H -0.1115 3.6538 -1.4333  0.387
H -1.4160 1.0403 -1.3636  -0.006
H -2.0316 2.5931 -2.0184  0.379
H -2.5290 3.2888 0.1276  0.260
H -4.4060 2.3431 -0.7103  0.494
H -4.1830 1.7133 0.9141  0.133
H -5.1026 0.6573 -2.1782  0.446
H -5.0585 -1.6769 -2.9824  0.487
H -3.6745 -3.3597 -1.7678  0.495
H -2.3670 -2.7426 0.1775  0.521
H -2.6790 -0.3228 2.0008  0.260
H 1.3340 2.3839 -6.8585  0.372
Br 5.9907 0.2223 3.3474  0.005
C 7.6633 0.6975 4.2265  -0.619
C 7.4188 1.5232 5.4590  -0.304
Br 6.9595 3.3597 5.0213  -0.109
H 8.2748 1.2069 3.4888  0.392
H 8.1305 -0.2490 4.4904  0.332
H 8.3255 1.5870 6.0572  0.380
H 6.6065 1.1346 6.0648  0.005
Br -4.8519 -3.9098 3.8168  -0.149
C -6.5982 -3.4311 3.1020  -0.594
C -6.5817 -3.3680 1.5981  -0.648
Br -5.7103 -1.7541 0.9540  0.081
H -6.8751 -2.4856 3.5562  0.363
H -7.2731 -4.2115 3.4471  0.364
H -7.5978 -3.3267 1.2107  0.360
H -6.0577 -4.2068 1.1494  0.355
Br 0.1144 -5.3180 -7.8566  -0.141
C 1.8563 -4.5682 -7.4148  -0.001
C 2.6912 -4.3333 -8.6436  -0.603
Br 3.4325 -5.9915 -9.3430  -0.161
H 2.3228 -5.2514 -6.7126  0.428
H 1.6454 -3.6250 -6.9177  -0.281
H 3.5515 -3.7130 -8.4027  0.350
H 2.1286 -3.8760 -9.4507  0.403
Br 1.6371 1.4908 9.4202  -0.140
C 3.2713 0.4538 9.2376  -0.625
C 4.2560 1.1245 8.3169  -0.631
Br 3.7557 0.9215 6.4481  -0.023
H 2.9811 -0.5329 8.8920  0.359
H 3.6794 0.3813 10.2434  0.369
H 5.2345 0.6559 8.4066  0.330
H 4.3478 2.1900 8.5016  0.426
Br -5.8449 3.9574 1.6171  -0.129
C -5.2442 4.5921 3.3555  -0.576
C -3.9615 5.3707 3.2406  -0.598
Br -2.4383 4.1910 2.9748  -0.134
H -5.1513 3.7204 3.9949  0.376
H -6.0463 5.2276 3.7243  0.343
H -3.7563 5.9064 4.1649  0.347
H -3.9684 6.0707 2.4117  0.375

Forces on atoms 1 to 2 (eV/Å):
O 0.2 0.0 0.2
N -1.3 0.4 -0.2

Output
- Total charge: 0
- Kohn-Sham gap: 0.317 Eh
- LUMO level: 0.001 hartree
- HOMO level: -8.62 eV
- SMILES: O=NOCO[P@](=O)(OCCCNCc1ccccc1O)OC(=O)C(F)(F)C(F)(F)C(F)(F)C(=O)O.BrCCBr.BrCCBr.BrCCBr.BrCCBr.BrCCBr
- Spin multiplicity: 1



Calculated total energy values, unit Ha, following the record order: -2756.86092 -1257.57488 -28555.50725.